No. 1
An isolated molecule of C24H30N4O3, computed with ωB97M-V/def2-TZVPD.

Each line ends with the natural charge from an NBO analysis.
Element x y z (Å)
1 C -9.043966 -1.592366 1.391344  -0.638
2 C -8.354824 -2.459385 0.341811  -0.063
3 O -7.805653 -1.699608 -0.717346  -0.490
4 C -6.638589 -1.030014 -0.542997  0.318
5 C -5.836889 -1.069701 0.594497  -0.317
6 C -4.655681 -0.351359 0.637580  -0.148
7 C -4.249974 0.413454 -0.447764  0.086
8 N -3.041303 1.128928 -0.385772  -0.395
9 C -2.835507 2.470693 -0.624391  0.416
10 C -3.927873 3.394581 -1.014488  -0.663
11 N -1.602581 2.836580 -0.439008  -0.466
12 C -0.921902 1.707239 -0.062104  0.084
13 C 0.418932 1.532570 0.248785  -0.185
14 C 0.840611 0.259075 0.601466  -0.165
15 C 2.261384 -0.048414 0.940738  0.672
16 O 2.757301 -1.141480 0.729438  -0.645
17 N 2.937956 0.964833 1.528703  -0.610
18 C 4.344090 0.909003 1.850150  -0.235
19 C 5.179235 1.767328 0.896056  -0.401
20 C 5.262000 1.103858 -0.481306  -0.216
21 N 6.052557 -0.111073 -0.388947  -0.461
22 C 7.440512 0.081149 -0.757982  -0.245
23 C 8.220704 -1.193985 -0.436556  -0.071
24 O 7.690048 -2.305379 -1.115723  -0.526
25 C 6.331515 -2.484551 -0.777577  -0.072
26 C 5.498270 -1.246510 -1.104521  -0.262
27 C -0.057490 -0.819103 0.609126  -0.166
28 C -1.392681 -0.663876 0.307234  -0.263
29 C -1.819762 0.614920 -0.013845  0.180
30 C -5.045188 0.450711 -1.590021  -0.188
31 C -6.224538 -0.258072 -1.632485  -0.249
32 H -9.495953 -2.226084 2.149262  0.218
33 H -9.820870 -0.994525 0.921598  0.217
34 H -8.336030 -0.919753 1.869559  0.211
35 H -9.090598 -3.105731 -0.144687  0.197
36 H -7.588198 -3.095877 0.800124  0.171
37 H -6.115138 -1.654372 1.456720  0.221
38 H -4.045465 -0.377886 1.528139  0.221
39 H -4.870810 3.087361 -0.566494  0.229
40 H -3.669433 4.397805 -0.687533  0.248
41 H -4.046437 3.412958 -2.097549  0.230
42 H 1.093580 2.371295 0.171696  0.216
43 H 2.469491 1.845877 1.666447  0.394
44 H 4.485344 1.240494 2.883801  0.194
45 H 4.655748 -0.132728 1.753532  0.245
46 H 4.736611 2.762049 0.805159  0.194
47 H 6.183623 1.874545 1.305790  0.206
48 H 5.684540 1.807455 -1.215058  0.180
49 H 4.251798 0.849349 -0.810200  0.203
50 H 7.853980 0.914205 -0.185233  0.198
51 H 7.547021 0.306219 -1.836120  0.165
52 H 9.260486 -1.104050 -0.757490  0.190
53 H 8.185437 -1.368849 0.649911  0.162
54 H 5.984778 -3.345569 -1.350657  0.192
55 H 6.242366 -2.699948 0.297079  0.166
56 H 4.474239 -1.409083 -0.764805  0.243
57 H 5.503444 -1.083904 -2.197603  0.160
58 H 0.336162 -1.792398 0.859032  0.236
59 H -2.072350 -1.502632 0.309551  0.224
60 H -4.728948 1.024863 -2.446849  0.223
61 H -6.849147 -0.241143 -2.511204  0.229

Atoms 1-2, force components in eV/Å:
0.241 -0.094 -0.338
-0.252 -0.132 0.394

Calculated values
HOMO level: -0.3057 Eh
E_tot: -1377.315080 Eh
relative energy (zero: lowest compared OMol25 entry of this formula, charge and spin): 2.338 eV
E_LUMO: 0.6 eV

No. 2
A structure of composition C24H30NO5SeSn, computed with ωB97M-V/def2-TZVPD.

Each line ends with the natural charge from an NBO analysis.
Element x y z (Å)
1 C 2.304868 -5.675991 -1.546699  -0.262
2 C 2.716748 -4.253648 -1.946157  -0.418
3 C 1.753962 -5.637275 -0.111262  -0.387
4 C 2.396741 -4.366053 0.498936  -0.275
5 H 2.014216 -6.548050 0.446462  0.247
6 H 0.656591 -5.517015 -0.147344  0.212
7 C 2.377547 -3.375455 -0.738042  -0.195
8 H 2.190381 -3.931717 -2.852564  0.235
9 H 3.807323 -4.210968 -2.119579  0.213
10 C 1.003369 -2.783056 -0.965928  -0.068
11 H 3.125700 -2.575681 -0.578191  0.224
12 H 3.469225 -4.594975 0.634452  0.210
13 C 1.843798 -3.867892 1.759193  0.123
14 C 1.159418 -6.255856 -2.410771  0.828
15 C 3.573461 -6.621898 -1.610620  0.832
16 O 4.052423 -7.059051 -0.574436  -0.585
17 O 0.416063 -5.565393 -3.094797  -0.611
18 O 1.052328 -7.584554 -2.288216  -0.518
19 O 4.131005 -6.900586 -2.801366  -0.518
20 C 3.556584 -6.530240 -4.080652  -0.264
21 H 3.200654 -5.479673 -4.096261  0.205
22 H 2.736299 -7.233007 -4.318532  0.188
23 H 4.384788 -6.664954 -4.786734  0.205
24 C -0.062774 -8.173023 -2.956975  -0.262
25 H -1.012572 -7.767929 -2.572172  0.200
26 H 0.012705 -9.241243 -2.741493  0.196
27 H -0.002318 -7.992680 -4.041610  0.191
28 O 0.957167 -1.784904 0.000752  -0.935
29 H 0.181295 -3.481665 -0.759591  0.157
30 H 0.917753 -2.384088 -1.992152  0.158
31 C 2.781576 -3.339527 2.739695  -0.653
32 C 0.436317 -4.045162 2.080818  -0.661
33 H 0.151175 -5.116202 2.174222  0.194
34 H -0.265340 -3.601909 1.344209  0.229
35 H 0.195653 -3.570061 3.055093  0.212
36 H 2.337501 -2.510565 3.320223  0.215
37 H 3.719495 -2.975542 2.282777  0.212
38 H 3.067726 -4.119023 3.475143  0.198
39 Sn -0.042018 -0.054003 0.017859  1.746
40 C 1.289029 2.225530 0.371024  -0.267
41 C 2.152450 1.069820 0.371658  -0.412
42 C 2.175969 0.530308 -0.965279  -0.309
43 H 2.770799 0.778411 1.222739  0.231
44 C 1.152399 1.179618 -1.763621  -0.414
45 C 0.634698 2.275681 -0.995111  -0.314
46 H -0.187666 2.953149 -1.346931  0.229
47 H 1.055112 2.798277 1.303000  0.239
48 H 2.836571 -0.260834 -1.317520  0.217
49 H 0.931741 1.004214 -2.821276  0.228
50 C -2.397529 -0.369137 0.474220  -0.394
51 C -2.343926 0.818586 -0.357825  -0.258
52 C -1.742212 0.480603 -1.639235  -0.363
53 H -2.680145 1.809730 -0.038005  0.251
54 C -1.540058 -0.941154 -1.643673  -0.401
55 C -1.963110 -1.464538 -0.339496  -0.352
56 H -1.945567 -2.515302 -0.040320  0.229
57 H -2.745988 -0.413306 1.513940  0.241
58 H -1.555453 1.176704 -2.465348  0.237
59 H -1.165179 -1.532311 -2.484116  0.237
60 Se -1.691737 4.624155 1.156381  -0.196
61 C -1.189943 3.086482 0.833722  0.022
62 N -0.767292 1.985561 0.729326  -0.696

Atoms 1-2, force components in eV/Å:
0.214 -1.890 -0.927
0.786 0.050 0.247

Calculated values
HOMO level (spin up / spin down): -0.1210 / -0.1181 Eh
E_tot: -3978.939258 Eh
relative energy (zero: lowest compared OMol25 entry of this formula, charge and spin): 0.000 eV
E_LUMO (spin up / spin down): 2.1 / 2.1 eV
net charge: -1

No. 3
A structure of composition C24H31AsIrN2O7P2, computed with ωB97M-V/def2-TZVPD.

Each line ends with the Löwdin spin population.
Element x y z (Å)
1 Ir 0.022981 -0.023505 -0.068493  -0.004
2 O -1.831876 -1.446755 3.373169  0.005
3 P -1.603392 -1.985816 1.929625  0.004
4 O -1.678385 -3.533561 2.048687  0.063
5 O -0.277079 -1.444944 1.428438  0.008
6 O -2.762884 -1.528480 0.978995  0.002
7 P -2.994740 -0.052899 0.242307  0.000
8 O -2.392036 0.928351 1.371974  0.000
9 O -4.391755 0.117329 -0.091897  0.000
10 O -1.887799 -0.034688 -0.831475  0.002
11 H -2.537961 -1.858408 3.893589  0.000
12 H -3.072670 1.440916 1.832570  0.000
13 C -0.401542 2.763818 -0.537005  0.000
14 N 0.391438 1.681449 -1.180178  0.000
15 C 0.035693 1.664699 -2.615366  0.000
16 C 1.853459 1.953440 -1.063426  0.000
17 C 2.322106 1.693459 0.339080  0.000
18 N 1.918513 0.321379 0.767545  0.000
19 C 1.822676 0.313728 2.255133  0.000
20 C 2.949978 -0.668907 0.369836  0.000
21 H -0.145731 3.724041 -0.989093  0.000
22 H -0.195229 2.805985 0.532569  0.000
23 H -1.456767 2.556432 -0.686668  0.000
24 H 0.221346 2.650226 -3.048229  0.000
25 H -1.011767 1.398716 -2.724715  0.000
26 H 0.660899 0.937494 -3.124221  0.000
27 H 2.067302 2.983101 -1.361396  0.000
28 H 2.359610 1.290538 -1.764467  0.000
29 H 1.877948 2.403939 1.035948  0.000
30 H 3.405964 1.805658 0.412428  0.000
31 H 2.772747 0.642127 2.680843  0.000
32 H 1.588212 -0.687203 2.597094  0.000
33 H 1.034487 0.996873 2.574744  0.000
34 H 3.892447 -0.442788 0.873578  0.000
35 H 3.099318 -0.643797 -0.704608  0.000
36 H 2.614265 -1.661899 0.662363  0.000
37 C 4.380877 -3.090378 -3.538407  0.000
38 C 4.043383 -1.744705 -3.622861  0.000
39 C 2.850107 -1.299226 -3.077751  0.000
40 C 2.000077 -2.210956 -2.454702  -0.001
41 C 2.328228 -3.560016 -2.369893  0.000
42 C 3.529577 -3.992036 -2.918926  0.000
43 As 0.293896 -1.668463 -1.806619  -0.001
44 C -0.990002 -1.591579 -3.238503  0.060
45 C -0.940455 -0.904221 -4.434237  -0.004
46 C -2.012601 -1.006387 -5.316816  0.074
47 C -3.116569 -1.781425 -4.985247  -0.010
48 C -3.149670 -2.499497 -3.802508  0.066
49 C -2.074426 -2.432825 -2.916597  0.008
50 C -1.950221 -3.208038 -1.699287  0.248
51 C -2.944830 -4.038906 -1.111913  -0.006
52 C -2.738715 -4.609615 0.092731  0.180
53 C -1.462419 -4.447852 0.840100  0.062
54 C -0.369823 -3.814920 0.058713  0.210
55 C -0.685222 -3.126087 -1.055289  0.004
56 H 5.311550 -3.438065 -3.965922  0.000
57 H 4.705919 -1.048279 -4.118976  0.000
58 H 2.584451 -0.251935 -3.161559  0.000
59 H 1.660978 -4.268163 -1.896960  0.000
60 H 3.795525 -5.038957 -2.862475  0.000
61 H -0.080187 -0.313342 -4.715546  -0.001
62 H -1.983064 -0.483077 -6.262548  0.004
63 H -3.951351 -1.844082 -5.670083  -0.002
64 H -4.002818 -3.125683 -3.578974  0.003
65 H -3.893608 -4.180702 -1.612249  -0.004
66 H -3.517892 -5.187760 0.571245  0.009
67 H -1.158880 -5.372002 1.326272  0.014
68 H 0.604965 -3.754479 0.523713  0.008

Atoms 1-2, force components in eV/Å:
0.219 0.290 -0.349
-0.022 -0.016 0.000

Calculated values
⟨S²⟩: 0.7994
HOMO level (spin up / spin down): -0.4752 / -0.5443 Eh
E_tot: -4591.871630 Eh
multiplicity: 2
relative energy (zero: lowest compared OMol25 entry of this formula, charge and spin): 0.000 eV
E_LUMO (spin up / spin down): -7.3 / -7.2 eV
net charge: +2

- Among the records above, which one has the highest relative energy (zero: lowest compared OMol25 entry of this formula, charge and spin)?
  C24H30N4O3

- Which value of relative energy (zero: lowest compared OMol25 entry of this formula, charge and spin) does entry 1 give?
  2.338 eV